No. 1
{
  "formula": "C20H15BrN7OSZr",
  "method": "wB97M-V/def2-TZVPD",
  "symbols": ["Zr", "N", "C", "N", "C", "N", "N", "C", "C", "C", "C", "C", "C", "N", "C", "C", "C", "C", "C", "C", "H", "H", "H", "H", "H", "H", "H", "H", "H", "H", "H", "O", "C", "C", "C", "N", "C", "Br", "C", "H", "H", "H", "H", "S", "C", "N"],
  "xyz": [[0.8227, 0.4815, -0.9472], [2.2024, -1.8552, 2.5740], [1.9837, -0.9064, 1.7036], [1.0054, -0.9353, 0.8007], [0.1385, -2.0477, 0.7906], [-0.8492, -2.0834, -0.0425], [-0.8583, -0.9777, -0.8604], [-1.8076, -0.9075, -1.7244], [-1.7959, 0.2076, -2.6584], [-2.7517, 0.3709, -3.6377], [-2.6311, 1.4483, -4.5154], [-1.5573, 2.3101, -4.3812], [-0.6284, 2.0764, -3.3772], [-0.7384, 1.0502, -2.5267], [0.3902, -3.1493, 1.6963], [-0.3821, -4.3145, 1.6946], [-0.0966, -5.3203, 2.5942], [0.9521, -5.1818, 3.5062], [1.7290, -4.0378, 3.5238], [1.4376, -3.0343, 2.6147], [2.9637, -1.7474, 3.2344], [2.6473, -0.0492, 1.7384], [-2.5671, -1.6834, -1.7592], [-3.5730, -0.3286, -3.7183], [-3.3657, 1.6012, -5.2952], [-1.4223, 3.1516, -5.0461], [0.2316, 2.7262, -3.2616], [-1.1941, -4.4136, 0.9887], [-0.6895, -6.2242, 2.5960], [1.1626, -5.9784, 4.2068], [2.5448, -3.9309, 4.2279], [-0.4993, 6.0074, 2.0024], [-0.3466, 4.8001, 1.5212], [-1.2428, 3.7358, 1.7233], [-0.9667, 2.5152, 1.1658], [0.1430, 2.2812, 0.4250], [0.9703, 3.3206, 0.2589], [2.4874, 2.8113, -0.8092], [0.8148, 4.5756, 0.7495], [-1.3007, 6.1258, 2.5341], [-2.1406, 3.8693, 2.3123], [-1.6369, 1.6770, 1.3089], [1.5256, 5.3725, 0.5800], [3.9318, -1.8643, -3.5953], [2.8977, -1.0874, -2.7828], [2.0599, -0.4572, -2.1335]],
  "forces_ev_per_a": [[-0.4, -0.1, 0.1], [0.0, 0.0, 0.0], [0.0, 0.0, 0.0], [0.1, 0.0, -0.1], [0.1, 0.0, -0.1], [0.0, 0.0, 0.1], [-0.1, 0.0, -0.2], [0.0, -0.1, 0.1], [0.0, 0.0, -0.1], [0.0, 0.0, 0.0], [0.0, 0.0, 0.0], [0.0, 0.0, 0.0], [0.0, 0.0, 0.0], [0.1, -0.1, 0.2], [0.0, 0.1, 0.1], [0.0, 0.0, 0.0], [0.0, 0.0, 0.0], [0.0, 0.0, 0.0], [0.0, 0.0, 0.0], [0.0, 0.0, 0.0], [0.0, 0.0, 0.0], [0.0, 0.0, 0.0], [0.0, 0.0, 0.0], [0.0, 0.0, 0.0], [0.0, 0.0, 0.0], [0.0, 0.0, 0.0], [0.0, 0.0, 0.0], [0.0, 0.0, 0.0], [0.0, 0.0, 0.0], [0.0, 0.0, 0.0], [0.0, 0.0, 0.0], [0.0, 0.0, 0.0], [0.0, 0.0, 0.0], [0.0, 0.0, 0.0], [0.0, 0.0, 0.0], [0.1, -0.1, -0.2], [0.1, -0.1, 0.0], [0.0, 0.1, 0.0], [0.0, 0.0, 0.0], [0.0, 0.0, 0.0], [0.0, 0.0, 0.0], [0.0, 0.0, 0.0], [0.0, 0.0, 0.0], [-0.1, 0.0, 0.0], [0.1, 0.1, -0.1], [0.0, 0.1, 0.2]],
  "homo_lumo_gap_ev": 6.68,
  "max_force_ev_per_a": 0.39,
  "mol_weight_g_mol": 572.58,
  "e_lumo_ev": -10.3,
  "total_energy_ha": -4248.13867,
  "e_homo_ev": -17.0,
  "total_charge": 3
}



No. 2
{
  "formula": "C44H92N3O9S",
  "method": "wB97M-V/def2-TZVPD",
  "symbols": ["C", "C", "C", "S", "C", "N", "C", "N", "N", "O", "C", "C", "C", "C", "C", "C", "C", "C", "C", "C", "C", "C", "C", "C", "C", "C", "C", "C", "C", "C", "C", "C", "C", "H", "H", "H", "H", "H", "H", "H", "H", "H", "H", "H", "H", "H", "H", "H", "H", "H", "H", "H", "H", "H", "H", "H", "H", "H", "H", "H", "H", "H", "H", "H", "H", "H", "H", "H", "H", "H", "H", "H", "H", "H", "H", "H", "H", "H", "H", "H", "H", "H", "H", "H", "H", "C", "O", "C", "C", "O", "C", "H", "H", "H", "H", "H", "H", "H", "H", "H", "H", "C", "O", "C", "C", "O", "C", "H", "H", "H", "H", "H", "H", "H", "H", "H", "H", "C", "O", "C", "C", "O", "C", "H", "H", "H", "H", "H", "H", "H", "H", "H", "H", "C", "O", "C", "C", "O", "C", "H", "H", "H", "H", "H", "H", "H", "H", "H", "H"],
  "xyz": [[-0.9531, -4.2242, 5.5074], [-0.6773, -2.9738, 4.8771], [-0.7220, -1.5064, 4.0751], [1.0828, -1.2338, 3.5106], [-1.0047, -0.3810, 5.2225], [-2.3958, 0.2049, 5.2449], [-3.3270, -0.8559, 4.7058], [-4.4201, -1.2474, 5.4886], [-3.2081, -1.5051, 3.3490], [-4.1058, -1.0424, 2.4648], [-1.7902, -1.5052, 2.8101], [-1.4836, -0.3358, 1.6914], [-1.5333, 1.2032, 2.2796], [-1.5282, 2.2147, 0.9877], [-0.7435, 3.6368, 1.2239], [-0.9405, 4.5012, -0.1933], [0.1435, 4.0943, -1.3572], [1.5609, 4.9371, -1.2926], [2.6108, 4.4053, -0.1450], [3.0276, 2.8191, -0.2827], [4.1132, 2.5135, -1.4784], [4.2903, 0.8656, -1.5882], [4.9596, 0.2191, -0.2112], [-1.5990, -3.0189, 2.1198], [-2.1281, -3.1101, 0.5740], [-0.9950, -2.8233, -0.5745], [-1.7806, -2.0123, -1.8039], [-0.3700, -4.1946, -1.2295], [1.1536, -4.0320, -1.8173], [1.5620, -2.5128, -2.2776], [2.0103, -2.1347, -3.6450], [3.6282, -1.8793, -3.9509], [0.9737, -1.9313, -4.9252], [-1.3522, -5.1367, 6.1600], [1.9192, -2.1747, 4.1900], [-0.7554, -0.7490, 6.3258], [-0.2504, 0.5216, 5.0238], [-2.6848, 0.4437, 6.2232], [-5.2630, -0.6448, 5.6546], [-4.4067, -2.2439, 5.8612], [-4.4776, -0.1628, 2.8240], [-0.4135, -0.4435, 1.1743], [-2.2503, -0.3413, 0.7760], [-0.7040, 1.4395, 3.0833], [-2.5732, 1.3403, 2.8366], [-2.6379, 2.3806, 0.5849], [-0.9579, 1.6661, 0.0961], [-1.1739, 4.2569, 2.1348], [0.4045, 3.3614, 1.3894], [-0.9957, 5.6651, 0.0244], [-2.0087, 4.1609, -0.5984], [0.3059, 2.9144, -1.3832], [-0.3532, 4.3688, -2.3950], [2.1033, 4.7603, -2.3405], [1.3878, 6.1171, -1.2453], [2.1233, 4.6304, 0.9018], [3.6054, 5.0627, -0.1802], [2.1112, 2.0954, -0.4602], [3.5048, 2.4718, 0.7531], [3.8506, 2.9872, -2.5160], [5.1900, 2.9321, -1.1908], [5.0829, 0.6407, -2.4493], [3.2866, 0.3118, -1.8690], [4.3261, 0.4435, 0.7527], [4.9611, -0.9622, -0.3321], [6.0956, 0.5311, -0.0901], [-0.4797, -3.3787, 2.1243], [-2.2098, -3.8493, 2.7239], [-3.0352, -2.3480, 0.4501], [-2.5996, -4.1919, 0.4394], [-0.1350, -2.1967, -0.0881], [-2.5125, -1.2181, -1.3414], [-1.0402, -1.4474, -2.5182], [-2.4737, -2.7922, -2.3800], [-1.1431, -4.6465, -2.0092], [-0.3224, -4.9880, -0.3396], [1.2787, -4.7224, -2.7744], [1.9272, -4.3941, -1.0011], [1.4639, -1.6283, -1.4857], [4.2809, -2.2670, -3.0452], [3.7587, -0.7001, -4.0177], [3.9779, -2.3629, -4.9693], [0.1432, -2.7549, -4.9676], [0.5584, -0.8317, -4.8296], [1.5563, -1.9777, -5.9474], [4.8670, -4.1766, 2.4493], [5.5868, -3.7195, 1.3086], [6.7342, -2.9453, 1.6650], [8.0178, -3.7765, 1.5703], [8.0334, -4.8234, 2.5465], [7.6845, -6.0869, 1.9907], [4.1715, -4.9552, 2.1244], [5.5261, -4.5972, 3.2100], [4.2908, -3.3471, 2.8728], [6.6175, -2.5126, 2.6664], [6.7980, -2.1189, 0.9497], [8.8751, -3.1279, 1.7829], [8.1505, -4.1831, 0.5607], [8.5278, -6.4808, 1.4161], [6.8000, -6.0228, 1.3500], [7.4690, -6.7734, 2.8140], [-8.4803, -1.3150, 0.5646], [-7.2764, -1.7839, -0.0344], [-6.3625, -2.3155, 0.9275], [-6.4064, -3.8469, 0.9500], [-7.6699, -4.3247, 1.4238], [-8.5224, -4.7435, 0.3632], [-9.2194, -1.1651, -0.2271], [-8.8852, -2.0266, 1.2855], [-8.2927, -0.3537, 1.0549], [-6.5595, -1.9007, 1.9240], [-5.3591, -1.9978, 0.6262], [-5.6442, -4.2119, 1.6475], [-6.1787, -4.2623, -0.0389], [-8.1893, -5.7148, -0.0140], [-8.5447, -4.0183, -0.4556], [-9.5350, -4.8498, 0.7619], [2.4980, 8.6056, 0.5623], [3.6898, 7.8396, 0.4173], [4.5830, 8.4022, -0.5464], [5.7140, 9.1824, 0.1317], [5.2147, 10.3415, 0.8073], [5.0919, 10.1387, 2.2112], [1.9894, 8.2764, 1.4725], [2.7035, 9.6736, 0.6481], [1.8396, 8.4203, -0.2931], [4.0398, 9.0349, -1.2594], [5.0187, 7.5677, -1.1052], [6.4102, 9.5352, -0.6374], [6.2765, 8.5416, 0.8211], [6.0815, 10.1774, 2.6758], [4.6111, 9.1848, 2.4472], [4.4800, 10.9476, 2.6199], [-2.9513, 0.0221, -4.6999], [-3.6862, -1.0843, -4.1862], [-5.0799, -0.7958, -4.0537], [-5.8842, -1.3898, -5.2146], [-5.5521, -0.7575, -6.4553], [-4.6574, -1.5400, -7.2390], [-1.9672, -0.3376, -5.0126], [-3.4423, 0.4779, -5.5609], [-2.8163, 0.7682, -3.9096], [-5.2485, 0.2850, -3.9694], [-5.4159, -1.2598, -3.1207], [-6.9497, -1.2058, -5.0367], [-5.7402, -2.4748, -5.2794], [-5.2015, -2.3702, -7.6986], [-3.8250, -1.9289, -6.6451], [-4.2527, -0.9038, -8.0309]],
  "forces_ev_per_a": [[1.0, 9.1, -4.0], [-3.4, -8.1, 4.1], [0.2, -1.9, 2.1], [0.0, -0.6, 0.2], [2.8, 1.6, 0.5], [-2.7, -4.9, -1.2], [0.4, 1.0, -0.2], [-0.1, 0.1, -0.4], [4.1, 2.1, 5.7], [-2.8, 2.0, 0.1], [2.1, -1.8, -1.6], [0.3, 1.3, -0.3], [-1.2, -0.2, -0.2], [0.5, -0.2, -0.3], [-0.1, -0.3, -0.9], [-0.5, -0.7, 0.2], [-0.3, 0.8, -0.4], [0.7, -0.7, -0.9], [0.0, 0.5, 0.1], [0.3, 0.0, 0.2], [0.6, -0.9, 0.7], [1.1, 0.2, -0.1], [-0.2, -0.9, -0.6], [-0.4, -1.0, -0.7], [-0.7, -0.2, 0.1], [-0.9, 0.1, -0.9], [-0.1, -0.1, 0.7], [-0.2, -0.8, 1.5], [-1.4, 0.7, -1.2], [0.2, 0.4, -1.3], [-0.1, -0.8, 0.6], [-0.9, 2.1, 0.9], [1.3, -1.1, -0.1], [1.5, 2.5, -1.8], [-1.8, 0.9, -0.5], [-0.5, 0.4, -2.6], [-1.7, -2.0, 0.4], [0.2, -0.5, -1.2], [1.5, -0.8, 0.1], [-0.4, 1.8, -1.3], [0.8, -1.7, -1.2], [-2.3, -0.2, 1.4], [1.6, -0.4, 2.3], [-1.4, -0.5, -1.9], [2.1, -0.1, -1.0], [2.3, -0.3, 1.1], [-1.2, 1.1, 1.9], [0.9, -1.4, -1.8], [-2.5, 0.8, -0.2], [0.4, -2.5, -0.6], [2.2, 0.9, 0.8], [-0.2, 2.6, 0.2], [1.0, -0.6, 2.1], [-1.2, 0.4, 2.1], [0.2, -2.7, 0.2], [1.0, -0.6, -1.9], [-2.2, -1.4, 0.0], [1.6, 1.6, 0.3], [-1.0, 0.8, -2.3], [0.2, -1.0, 2.0], [-2.3, -0.7, -0.5], [-1.8, 0.4, 1.7], [1.9, 1.2, 0.7], [1.4, -0.3, -1.9], [0.0, 2.4, 0.2], [-2.5, -0.4, -0.2], [-2.1, 1.0, 0.2], [1.3, 2.2, -1.0], [1.9, -1.7, 0.2], [1.1, 2.2, 0.1], [-1.6, -1.1, -1.0], [1.4, -1.4, -0.9], [-1.5, -1.4, 1.2], [1.7, 1.8, 1.1], [1.7, 1.1, 1.5], [-0.1, 1.5, -1.9], [-0.2, 1.4, 2.1], [-1.5, 1.0, -1.7], [1.8, -2.3, -1.1], [-1.5, 0.7, -2.0], [0.2, -2.4, -0.1], [-1.1, 0.9, 2.1], [1.3, 1.8, 0.3], [0.6, -2.3, 0.0], [-1.1, 0.1, 2.0], [0.0, 0.0, -0.4], [0.1, 0.0, 0.5], [0.2, -0.3, -0.5], [-0.1, 0.1, 0.6], [-0.3, 0.1, -0.5], [0.1, 0.0, 0.2], [0.1, 0.1, -0.1], [0.1, 0.0, 0.0], [0.0, 0.0, 0.1], [0.1, -0.1, -0.1], [0.0, 0.0, 0.0], [-0.1, 0.0, 0.0], [-0.1, 0.0, 0.1], [-0.1, -0.1, -0.1], [0.1, 0.0, 0.0], [0.1, 0.2, -0.1], [0.1, 0.1, -0.3], [-0.1, -0.2, 0.5], [-0.1, -0.3, -0.7], [-0.3, 0.2, 0.5], [0.3, 0.3, -0.4], [-0.1, -0.1, 0.1], [0.2, 0.0, 0.1], [0.1, 0.0, 0.0], [-0.1, 0.0, 0.1], [-0.1, -0.1, -0.1], [-0.1, -0.1, 0.0], [0.0, 0.0, 0.0], [-0.1, 0.2, 0.0], [0.0, 0.0, -0.1], [0.1, 0.0, 0.1], [0.2, 0.0, 0.0], [0.0, -0.3, 0.1], [-0.1, 0.4, -0.1], [0.3, -0.2, 0.4], [-0.4, 0.4, -0.3], [0.0, -0.6, 0.1], [0.0, 0.2, -0.1], [0.1, -0.1, -0.1], [0.0, 0.0, -0.1], [-0.1, 0.1, 0.0], [0.1, 0.0, 0.1], [0.0, 0.0, 0.0], [-0.1, 0.0, 0.0], [-0.2, 0.0, 0.0], [0.0, -0.1, 0.1], [0.1, 0.0, -0.1], [0.1, -0.1, -0.1], [0.1, -0.3, 0.2], [-0.2, 0.4, -0.3], [0.1, -0.6, -0.2], [0.0, 0.6, -0.1], [0.2, -0.4, 0.4], [-0.1, 0.2, -0.1], [-0.1, -0.1, 0.1], [-0.1, 0.0, 0.0], [0.0, 0.1, -0.1], [0.0, -0.1, -0.1], [0.0, 0.0, 0.0], [0.1, 0.0, 0.0], [0.1, 0.1, 0.0], [0.1, -0.1, 0.0], [-0.1, 0.0, 0.0], [-0.1, 0.0, 0.1]],
  "homo_lumo_gap_ev": 2.97,
  "max_force_ev_per_a": 10.00,
  "mol_weight_g_mol": 839.30,
  "e_lumo_ev": -5.5,
  "total_energy_ha": -2970.04922,
  "e_homo_ev": -8.4,
  "total_charge": 1
}



Number 2 is which compound?
C44H92N3O9S